--- a ---
Here is a cluster of 3 separate species, C3H12O2S in total from OMol25. Energies are from ωB97M-V/def2-TZVPD.

As for the SMILES: CCCS.O.O. For the HOMO energy, the calculation gives -8.781 eV. The lowest unoccupied orbital energy is 0.696 eV. The value obtained for the frontier orbital gap is 9.48 eV.

Last columns: bonded neighbours and bond lengths (Å).
Positions of all 18 atoms, in Å:
1 S -0.3302 -1.5818 2.5851  C6 1.754, H8 1.318
2 O 0.5946 -1.4202 -4.6522  H16 0.969, H17 0.980
3 O -4.5260 1.0586 -4.0767  H11 1.012, H18 1.027
4 C 0.7936 1.5123 2.4072  C5 1.537, H10 1.173, H12 1.076, H14 1.122
5 C 1.5012 0.2936 1.7931  C4 1.537, C6 1.614, H7 1.127, H9 1.067
6 C 1.3664 -1.1414 2.5196  S1 1.754, C5 1.614, H13 1.108, H15 1.015
7 H 1.2327 0.2287 0.7004  C5 1.127
8 H -0.5170 -2.3980 1.5673  S1 1.318
9 H 2.5520 0.4774 1.8263  C5 1.067
10 H 0.9428 1.3176 3.5544  C4 1.173
11 H -5.1975 1.8114 -4.0007  O3 1.012
12 H 1.3079 2.4423 2.2361  C4 1.076
13 H 1.7782 -0.9449 3.5295  C6 1.108
14 H -0.2623 1.6378 2.0484  C4 1.122
15 H 1.9860 -1.7643 2.0110  C6 1.015
16 H 0.4844 -0.7763 -5.3685  O2 0.969
17 H 1.1170 -1.1653 -3.8627  O2 0.980
18 H -4.8240 0.4125 -4.8177  O3 1.027


--- b ---
Here is a cluster of 3 separate species, C3H12O2S in total from OMol25. Energies are from ωB97M-V/def2-TZVPD.

As for the SMILES: CCSC.O.O. For the HOMO energy, the calculation gives -8.205 eV. The lowest unoccupied orbital energy is 0.353 eV. The value obtained for the frontier orbital gap is 8.56 eV.

Last columns: bonded neighbours and bond lengths (Å).
Positions of all 18 atoms, in Å:
1 S -1.8526 -1.8004 0.1983  C5 1.782, C6 1.857
2 O 0.0652 2.9630 -0.4898  H7 0.961, H18 0.966
3 O 1.9233 0.7448 0.3539  H11 0.967, H14 0.972
4 C 0.4092 -1.0757 -1.2220  C6 1.522, H13 1.104, H16 1.096, H17 1.117
5 C -1.2031 -1.2478 1.7636  S1 1.782, H8 1.126, H9 1.174, H15 1.142
6 C -1.0232 -0.6248 -0.9762  S1 1.857, C4 1.522, H10 1.089, H12 1.138
7 H 0.2855 3.6872 -1.0822  O2 0.961
8 H -0.0890 -1.3781 1.8666  C5 1.126
9 H -1.5210 -0.1424 1.9992  C5 1.174
10 H -1.2179 0.2828 -0.4059  C6 1.089
11 H 2.8325 1.0147 0.5417  O3 0.967
12 H -1.5713 -0.6088 -1.9737  C6 1.138
13 H 0.7779 -1.1117 -0.1819  C4 1.104
14 H 1.5344 1.1337 1.1558  O3 0.972
15 H -1.6168 -1.8729 2.6249  C5 1.142
16 H 0.5780 -2.0235 -1.7467  C4 1.096
17 H 0.9352 -0.2491 -1.7592  C4 1.117
18 H 0.7537 2.3090 -0.6665  O2 0.966


It is b that is the most stable of them.